# 1
Below is a molecular structure, C26H38Cl3N12NaS2Si, with properties calculated with wB97M-V/def2-TZVPD.

Geometry as XYZ:
```
83
Properties=species:S:1:pos:R:3
Na 1.326 0.129 0.747
C 3.969 6.007 -0.439
C 2.679 5.525 0.223
N 2.878 4.445 1.156
C 3.022 3.133 0.775
S 3.372 2.000 2.015
N 2.927 2.921 -0.522
N 2.770 1.624 -0.866
C 3.225 1.248 -2.003
C 3.992 2.138 -2.941
C 2.994 -0.163 -2.371
C 3.644 -0.735 -3.469
C 3.444 -2.072 -3.765
C 2.595 -2.819 -2.969
C 1.973 -2.165 -1.916
N 2.148 -0.885 -1.622
H 3.766 6.800 -1.166
H 4.443 5.172 -0.954
H 4.668 6.395 0.307
H 1.984 5.176 -0.540
H 2.197 6.348 0.758
H 3.186 4.640 2.092
H 4.050 3.131 -2.504
H 3.502 2.202 -3.917
H 5.008 1.765 -3.104
H 4.312 -0.137 -4.074
H 3.957 -2.527 -4.605
H 2.419 -3.874 -3.127
H 1.296 -2.710 -1.271
C -5.263 1.665 1.262
C -4.192 2.633 1.758
N -3.028 2.701 0.908
C -1.885 1.946 1.069
S -0.573 2.339 0.039
N -2.003 0.997 1.985
N -0.836 0.367 2.282
C -0.927 -0.634 3.082
C -2.228 -1.167 3.617
C 0.338 -1.239 3.560
C 0.359 -2.074 4.679
C 1.570 -2.561 5.138
C 2.735 -2.199 4.488
C 2.626 -1.374 3.378
N 1.468 -0.917 2.921
H -6.146 1.691 1.909
H -4.866 0.651 1.258
H -5.573 1.910 0.244
H -3.859 2.319 2.748
H -4.610 3.642 1.845
H -2.981 3.369 0.160
H -3.041 -0.820 2.984
H -2.424 -0.807 4.633
H -2.219 -2.259 3.642
H -0.562 -2.343 5.176
H 1.599 -3.228 5.992
H 3.702 -2.568 4.801
H 3.505 -1.077 2.816
C -3.092 -0.635 -0.582
N -1.759 -1.138 -0.890
C -1.820 -2.596 -0.952
N -2.769 -3.068 -1.977
C -4.084 -2.517 -1.650
N -4.090 -1.055 -1.589
C -3.638 -0.554 -2.890
N -2.308 -1.043 -3.258
C -1.369 -0.619 -2.199
C -2.349 -2.506 -3.263
H -3.064 0.453 -0.552
H -3.394 -1.003 0.400
H -2.131 -2.982 0.021
H -0.833 -3.002 -1.172
H -4.397 -2.912 -0.680
H -4.803 -2.843 -2.410
H -3.612 0.538 -2.854
H -4.355 -0.867 -3.656
H -1.346 0.471 -2.143
H -0.370 -0.976 -2.446
H -1.353 -2.885 -3.500
H -3.048 -2.839 -4.038
Cl 3.528 -3.822 0.906
Si 1.362 -4.131 0.983
Cl 1.304 -5.661 -0.634
Cl 1.359 -5.487 2.725
```

Results
2S+1 ... 1
Electronic energy ... -116999.015 eV
Total charge ... -2
Energy relative to the best compared isomer or geometry (same formula, charge and spin) ... 98.4 kJ/mol
HOMO level ... -2.00 eV
HOMO-LUMO gap ... 5.8466 eV

***

# 2
Below is a molecular structure, C18H28CsO2 at a distorted geometry, with properties calculated with wB97M-V/def2-TZVPD.

Geometry as XYZ:
```
49
Properties=species:S:1:pos:R:3
C 4.835 0.138 0.499
C 4.067 -1.228 0.908
C 2.670 -1.414 0.123
C 1.587 -2.112 1.072
C 0.127 -1.835 0.465
C -0.490 -3.036 -0.401
C -2.080 -3.244 -0.161
C -2.958 -2.008 -0.665
C -3.386 -0.989 0.529
C -2.670 0.427 0.216
C -2.846 1.507 1.376
C -1.983 2.849 1.195
C -0.831 2.764 0.110
C -1.043 2.830 -1.301
C 0.134 2.707 -2.362
O -0.156 2.569 -3.643
C 1.641 2.712 -1.829
C 1.837 2.681 -0.436
C 0.672 2.607 0.645
O 0.969 2.470 1.842
H 4.375 0.973 1.116
H 4.729 0.283 -0.626
H 5.951 0.043 0.726
H 3.864 -1.183 2.032
H 4.760 -2.079 0.613
H 2.332 -0.387 -0.277
H 2.886 -2.086 -0.783
H 1.723 -3.237 1.138
H 1.625 -1.582 2.087
H -0.599 -1.527 1.300
H 0.210 -0.929 -0.236
H 0.040 -3.997 -0.078
H -0.269 -2.826 -1.510
H -2.345 -4.202 -0.732
H -2.222 -3.453 0.957
H -2.403 -1.463 -1.510
H -3.921 -2.422 -1.124
H -4.517 -0.865 0.553
H -2.950 -1.402 1.501
H -3.120 0.883 -0.744
H -1.589 0.172 -0.039
H -3.950 1.829 1.368
H -2.645 1.052 2.396
H -1.465 3.046 2.202
H -2.633 3.778 1.011
H -2.141 2.967 -1.601
H 2.454 2.741 -2.614
H 2.920 2.720 -0.070
Cs -1.195 2.757 -5.239
```

Results
2S+1 ... 1
Electronic energy ... -23749.474 eV
Total charge ... +1
HOMO level ... -12.36 eV
HOMO-LUMO gap ... 6.8428 eV

***

What did the first record say?
Below is a molecular structure, C26H38Cl3N12NaS2Si, with properties calculated with wB97M-V/def2-TZVPD.

Geometry as XYZ:
```
83
Properties=species:S:1:pos:R:3
Na 1.326 0.129 0.747
C 3.969 6.007 -0.439
C 2.679 5.525 0.223
N 2.878 4.445 1.156
C 3.022 3.133 0.775
S 3.372 2.000 2.015
N 2.927 2.921 -0.522
N 2.770 1.624 -0.866
C 3.225 1.248 -2.003
C 3.992 2.138 -2.941
C 2.994 -0.163 -2.371
C 3.644 -0.735 -3.469
C 3.444 -2.072 -3.765
C 2.595 -2.819 -2.969
C 1.973 -2.165 -1.916
N 2.148 -0.885 -1.622
H 3.766 6.800 -1.166
H 4.443 5.172 -0.954
H 4.668 6.395 0.307
H 1.984 5.176 -0.540
H 2.197 6.348 0.758
H 3.186 4.640 2.092
H 4.050 3.131 -2.504
H 3.502 2.202 -3.917
H 5.008 1.765 -3.104
H 4.312 -0.137 -4.074
H 3.957 -2.527 -4.605
H 2.419 -3.874 -3.127
H 1.296 -2.710 -1.271
C -5.263 1.665 1.262
C -4.192 2.633 1.758
N -3.028 2.701 0.908
C -1.885 1.946 1.069
S -0.573 2.339 0.039
N -2.003 0.997 1.985
N -0.836 0.367 2.282
C -0.927 -0.634 3.082
C -2.228 -1.167 3.617
C 0.338 -1.239 3.560
C 0.359 -2.074 4.679
C 1.570 -2.561 5.138
C 2.735 -2.199 4.488
C 2.626 -1.374 3.378
N 1.468 -0.917 2.921
H -6.146 1.691 1.909
H -4.866 0.651 1.258
H -5.573 1.910 0.244
H -3.859 2.319 2.748
H -4.610 3.642 1.845
H -2.981 3.369 0.160
H -3.041 -0.820 2.984
H -2.424 -0.807 4.633
H -2.219 -2.259 3.642
H -0.562 -2.343 5.176
H 1.599 -3.228 5.992
H 3.702 -2.568 4.801
H 3.505 -1.077 2.816
C -3.092 -0.635 -0.582
N -1.759 -1.138 -0.890
C -1.820 -2.596 -0.952
N -2.769 -3.068 -1.977
C -4.084 -2.517 -1.650
N -4.090 -1.055 -1.589
C -3.638 -0.554 -2.890
N -2.308 -1.043 -3.258
C -1.369 -0.619 -2.199
C -2.349 -2.506 -3.263
H -3.064 0.453 -0.552
H -3.394 -1.003 0.400
H -2.131 -2.982 0.021
H -0.833 -3.002 -1.172
H -4.397 -2.912 -0.680
H -4.803 -2.843 -2.410
H -3.612 0.538 -2.854
H -4.355 -0.867 -3.656
H -1.346 0.471 -2.143
H -0.370 -0.976 -2.446
H -1.353 -2.885 -3.500
H -3.048 -2.839 -4.038
Cl 3.528 -3.822 0.906
Si 1.362 -4.131 0.983
Cl 1.304 -5.661 -0.634
Cl 1.359 -5.487 2.725
```

Results
2S+1 ... 1
Electronic energy ... -116999.015 eV
Total charge ... -2
Energy relative to the best compared isomer or geometry (same formula, charge and spin) ... 98.4 kJ/mol
HOMO level ... -2.00 eV
HOMO-LUMO gap ... 5.8466 eV

***

Question: The highest HOMO-LUMO gap belongs to which entry?
Answer: C18H28CsO2

***

Question: The highest total charge belongs to which entry?
Answer: C18H28CsO2